Here is a molecular structure, C29H27CoN9O2S in a non-equilibrium geometry from the OMol25 dataset. Energies are from wB97M-V/def2-TZVPD.

Structure (XYZ):
```
69
C29H27CoN9O2S (wB97M-V/def2-TZVPD)
Co 0.66 1.00 0.26
O 1.11 -4.24 4.54
C 1.49 -3.09 4.81
O 1.89 -2.58 5.87
C 1.33 -2.07 3.65
C 1.69 -0.74 3.84
C 1.50 0.15 2.81
N 1.01 -0.27 1.63
C 0.66 -1.53 1.41
C 0.82 -2.47 2.42
C 0.15 -1.75 0.05
C -0.32 -2.96 -0.38
C -0.90 -3.30 -1.63
C -1.16 -2.48 -2.67
C -0.95 -1.02 -2.58
N 0.04 -0.56 -0.69
C 1.78 1.59 2.80
C 2.31 2.29 3.88
C 2.51 3.65 3.77
C 2.18 4.29 2.58
C 1.66 3.54 1.55
N 1.46 2.22 1.65
H 2.08 -0.48 4.82
H 0.55 -3.52 2.32
H -0.22 -3.77 0.33
H -1.17 -4.35 -1.75
H -1.63 -2.86 -3.57
H -1.22 -0.46 -3.48
H 2.55 1.76 4.79
H 2.92 4.21 4.60
H 2.33 5.35 2.45
H 1.38 3.98 0.60
C 1.89 -3.20 -4.24
C 1.51 -1.75 -4.51
N 2.14 -0.82 -3.58
C 1.72 -0.56 -2.33
S 2.80 0.06 -1.18
N 0.43 -0.70 -2.03
N -1.48 -0.31 -1.40
C -2.61 -0.53 -0.71
C -3.75 -1.31 -1.29
C -2.68 0.17 0.55
C -3.79 0.00 1.41
C -3.88 0.69 2.58
C -2.86 1.59 2.92
C -1.80 1.69 2.06
N -1.67 1.01 0.92
H 1.43 -3.87 -4.96
H 1.56 -3.49 -3.24
H 2.97 -3.33 -4.29
H 0.43 -1.63 -4.46
H 1.80 -1.45 -5.52
H 3.13 -0.69 -3.68
H -3.38 -2.15 -1.87
H -4.37 -0.71 -1.96
H -4.42 -1.72 -0.53
H -4.58 -0.69 1.14
H -4.73 0.54 3.24
H -2.89 2.17 3.83
H -0.97 2.35 2.31
N -0.87 3.60 -2.56
C 0.46 3.80 -2.86
C 1.16 3.01 -2.01
N 0.28 2.33 -1.20
C -0.93 2.71 -1.55
H -1.66 4.03 -3.00
H 0.77 4.47 -3.65
H 2.22 2.84 -1.94
H -1.84 2.35 -1.10
```

The calculation puts the LUMO energy (spin up / spin down) at -0.765 / -0.757 eV. The calculation puts the energy above the lowest of the compared OMol25 structures with the same formula, charge and spin at 0.0 kJ/mol. The spin multiplicity is 2. As for the HOMO-LUMO gap (spin up / spin down): 5.6 / 5.6 eV. Its calculated total energy is -96477.354 eV.